Entry 1:
C36H29BrN6O2PSSe2V | ωB97M-V/def2-TZVPD

The value obtained for the lowest unoccupied orbital energy (spin up / spin down) is -3.60 / -3.60 eV. The HOMO energy (spin up / spin down) comes out at -10.00 / -10.39 eV. Its total charge is +1. Its multiplicity is 4. The value obtained for the total energy is -10928.60098 hartree. The calculation puts the HOMO-LUMO gap (spin up / spin down) at 6.3960 / 6.7974 eV. Its expectation value of S² is 3.7633. The energy above the lowest of the compared OMol25 structures with the same formula, charge and spin comes out at 62.7 kJ/mol.

```
79
Properties=species:S:1:pos:R:3:lowdin_charge:R:1
V 0.51 0.92 0.44 0.314
O -0.30 4.86 6.23 0.088
N 0.54 4.00 6.38 -0.331
O 1.30 3.93 7.32 0.099
C 0.74 3.03 5.27 -0.052
C 1.85 2.27 5.37 0.085
C 2.18 1.33 4.35 -0.113
C 3.28 0.46 4.46 0.032
C 3.51 -0.45 3.46 0.001
C 2.67 -0.46 2.34 -0.104
N 1.65 0.36 2.22 0.001
C 1.37 1.23 3.21 -0.160
C 0.17 2.03 3.12 -0.141
N -0.63 1.85 2.04 0.023
C -1.80 2.44 1.99 -0.103
C -2.26 3.28 3.00 -0.015
C -1.45 3.52 4.08 0.035
C -0.19 2.90 4.17 -0.044
H 2.50 2.38 6.22 0.138
H 3.92 0.51 5.33 0.132
H 4.34 -1.15 3.52 0.121
H 2.83 -1.14 1.51 0.099
H -2.39 2.25 1.10 0.096
H -3.24 3.73 2.93 0.120
H -1.78 4.18 4.87 0.111
Se 2.86 0.78 -1.01 0.389
P 1.66 -0.82 -1.84 0.223
Se 0.17 -1.46 -0.41 0.382
C 0.84 -0.23 -3.36 -0.390
C 1.38 0.81 -4.11 -0.108
C 0.76 1.22 -5.28 -0.080
C -0.40 0.60 -5.71 -0.078
C -0.94 -0.44 -4.97 -0.076
C -0.33 -0.86 -3.80 -0.128
C 2.65 -2.25 -2.36 -0.392
C 2.03 -3.49 -2.51 -0.104
C 2.77 -4.57 -2.94 -0.070
C 4.12 -4.43 -3.22 -0.071
C 4.74 -3.20 -3.06 -0.071
C 4.00 -2.11 -2.63 -0.101
H 2.28 1.31 -3.77 0.072
H 1.19 2.03 -5.86 0.110
H -0.89 0.92 -6.63 0.108
H -1.85 -0.94 -5.30 0.110
H -0.77 -1.65 -3.21 0.077
H 0.98 -3.60 -2.28 0.080
H 2.29 -5.54 -3.07 0.108
H 4.70 -5.29 -3.55 0.109
H 5.79 -3.09 -3.27 0.109
H 4.48 -1.14 -2.49 0.073
Br -2.67 0.60 -1.50 0.836
C -1.48 1.97 -1.98 -0.713
C -1.77 2.77 -3.08 -0.089
C -0.93 3.84 -3.34 -0.034
C 0.14 4.09 -2.49 -0.030
C 0.36 3.22 -1.45 -0.152
N -0.42 2.16 -1.21 -0.058
H -2.63 2.55 -3.70 0.112
H -1.13 4.48 -4.19 0.122
H 0.80 4.93 -2.65 0.118
H 1.20 3.36 -0.78 0.089
N -3.45 -0.11 3.61 0.080
C -2.80 -1.03 2.83 -0.866
S -1.19 -1.36 3.08 0.680
N -3.57 -1.58 1.87 0.064
C -3.24 -2.53 0.88 -0.271
C -3.93 -2.46 -0.33 -0.078
C -3.67 -3.36 -1.34 -0.083
C -2.72 -4.36 -1.15 -0.088
C -2.05 -4.44 0.06 -0.088
C -2.31 -3.54 1.09 -0.086
H -2.95 0.16 4.44 0.083
H -4.45 -0.15 3.69 0.105
H -4.48 -1.16 1.74 0.143
H -4.68 -1.68 -0.47 0.101
H -4.21 -3.29 -2.27 0.108
H -2.51 -5.07 -1.94 0.106
H -1.32 -5.23 0.23 0.112
H -1.78 -3.62 2.03 0.064
```


Entry 2:
C5H14P2 | ωB97M-V/def2-TZVPD

The value obtained for the lowest unoccupied orbital energy is 1.18 eV. The HOMO energy comes out at -8.43 eV. The value obtained for the total energy is -881.58940 hartree. The calculation puts the HOMO-LUMO gap at 9.6148 eV. Its SMILES is CC[PH]#P(C)CC. The energy above the lowest of the compared OMol25 structures with the same formula, charge and spin comes out at 0.0 kJ/mol.

```
21
Properties=species:S:1:pos:R:3:lowdin_charge:R:1
C 2.94 -0.99 0.43 -0.194
C 2.29 -0.06 -0.61 -0.547
P 0.54 -0.59 -0.86 0.661
P -0.52 0.45 0.72 0.654
C -0.44 2.23 0.22 -0.360
C -2.28 0.02 0.33 -0.513
C -2.55 -1.48 0.23 -0.191
H 3.33 -1.87 -0.07 0.063
H 3.72 -0.47 0.97 0.063
H 2.19 -1.33 1.14 0.038
H 2.76 -0.15 -1.58 0.056
H 2.36 0.98 -0.28 0.044
H 0.17 0.15 -2.02 -0.093
H -0.71 2.90 1.03 0.022
H 0.59 2.45 -0.07 0.009
H -1.05 2.38 -0.66 0.025
H -2.56 0.52 -0.60 0.059
H -2.93 0.44 1.10 0.064
H -2.91 -1.89 1.17 0.063
H -3.30 -1.65 -0.54 0.065
H -1.66 -2.05 -0.05 0.010
```


Entry 3:
C2H13NO4 | ωB97M-V/def2-TZVPD

The value obtained for the lowest unoccupied orbital energy is 0.73 eV. The HOMO energy comes out at -10.17 eV. The value obtained for the total energy is -439.66553 hartree. The calculation puts the HOMO-LUMO gap at 10.8969 eV. Its SMILES is C=NC.O.O.O.O. The energy above the lowest of the compared OMol25 structures with the same formula, charge and spin comes out at 150.3 kJ/mol.

```
20
Properties=species:S:1:pos:R:3:lowdin_charge:R:1
C -1.15 -1.89 -0.40 -0.059
N -0.96 -0.93 0.45 -0.098
C 0.45 -0.85 1.00 -0.121
H -2.19 -1.98 -0.97 0.098
H -0.30 -2.60 -0.74 0.093
H 0.36 -0.95 2.09 0.079
H 1.08 -1.69 0.67 0.043
H 0.92 0.06 0.59 0.056
O 1.42 1.32 -1.58 -0.096
H 1.96 1.84 -2.15 0.014
H 0.75 1.95 -1.08 0.071
O -0.41 2.56 0.51 -0.046
H -1.05 1.91 0.83 0.010
H 0.12 2.75 1.26 0.027
O 2.47 -1.63 -1.32 -0.101
H 3.25 -1.78 -0.68 0.088
H 2.47 -0.68 -1.18 -0.014
O -2.92 1.03 1.21 -0.106
H -2.57 0.20 0.83 -0.015
H -3.70 1.36 0.68 0.076
```


Entry 4:
C30H31IrN3OPSSe | ωB97M-V/def2-TZVPD

The value obtained for the lowest unoccupied orbital energy (spin up / spin down) is -10.49 / -10.94 eV. The HOMO energy (spin up / spin down) comes out at -16.79 / -16.83 eV. Its total charge is +3. Its multiplicity is 2. The value obtained for the total energy is -4645.54701 hartree. The calculation puts the HOMO-LUMO gap (spin up / spin down) at 6.3018 / 5.8975 eV. Its expectation value of S² is 0.7582. The energy above the lowest of the compared OMol25 structures with the same formula, charge and spin comes out at 122.6 kJ/mol.

```
69
Properties=species:S:1:pos:R:3:lowdin_charge:R:1
Ir -0.03 -0.60 -0.05 1.209
C 2.12 1.40 2.39 -0.031
C 1.78 2.69 1.69 -0.248
C 2.55 3.82 1.90 0.001
C 2.29 5.01 1.21 -0.006
C 1.25 5.09 0.30 -0.034
C 0.46 3.98 0.07 -0.062
C 0.72 2.79 0.78 -0.307
P -0.44 1.48 0.64 0.986
C -1.34 1.46 -0.89 -0.331
C -0.49 1.64 -2.03 -0.120
C -1.03 1.72 -3.29 -0.035
C -2.41 1.61 -3.44 0.023
C -3.25 1.43 -2.35 -0.002
C -2.75 1.33 -1.05 -0.213
C -3.73 1.18 0.07 -0.003
C -1.39 1.35 2.14 -0.333
C -1.63 2.40 3.01 -0.024
C -2.03 2.10 4.31 -0.010
C -2.11 0.78 4.74 -0.001
C -1.83 -0.26 3.87 0.014
C -1.53 0.02 2.54 -0.338
C -1.36 -1.06 1.57 -0.114
H 2.79 1.57 3.23 0.099
H 2.63 0.71 1.70 0.084
H 1.24 0.89 2.78 0.069
H 3.38 3.78 2.60 0.133
H 2.91 5.87 1.40 0.131
H 1.05 6.01 -0.22 0.127
H -0.36 4.04 -0.63 0.113
H 0.58 1.75 -1.89 0.120
H -0.39 1.90 -4.14 0.133
H -2.85 1.69 -4.43 0.139
H -4.32 1.37 -2.50 0.136
H -4.71 0.93 -0.32 0.102
H -3.83 2.12 0.62 0.115
H -3.45 0.41 0.79 0.070
H -1.48 3.43 2.70 0.130
H -2.24 2.91 5.00 0.130
H -2.36 0.57 5.77 0.131
H -1.90 -1.29 4.20 0.132
H -1.94 -1.06 0.63 0.023
H -1.25 -2.06 1.98 0.095
Se -3.85 -2.73 -2.48 1.301
N -2.94 -2.74 -3.98 -0.173
C -1.75 -2.24 -3.70 -0.372
C -0.69 -2.09 -4.65 0.077
C 0.48 -1.55 -4.22 -0.002
C 0.62 -1.17 -2.86 -0.111
N -0.32 -1.29 -1.95 -0.084
C -1.55 -1.84 -2.34 -0.452
N -2.54 -2.01 -1.51 -0.216
H -0.85 -2.39 -5.68 0.150
H 1.32 -1.41 -4.88 0.133
H 1.56 -0.75 -2.52 0.127
O 1.56 -1.73 0.09 -0.689
S 1.55 -3.33 -0.01 1.076
C 2.43 -3.85 1.48 -0.282
C 3.55 -4.77 0.98 -0.197
C 4.12 -4.09 -0.27 -0.192
C 2.91 -3.71 -1.13 -0.284
H 1.72 -4.31 2.16 0.106
H 2.82 -2.92 1.91 0.112
H 3.16 -5.76 0.75 0.131
H 4.30 -4.89 1.76 0.139
H 4.78 -4.75 -0.82 0.136
H 4.68 -3.20 0.00 0.130
H 2.55 -4.54 -1.75 0.111
H 3.05 -2.83 -1.76 0.095
```


Entry 5:
C24H41F3P2Rh | ωB97M-V/def2-TZVPD

The value obtained for the lowest unoccupied orbital energy (spin up / spin down) is -4.33 / -4.48 eV. The HOMO energy (spin up / spin down) comes out at -9.60 / -9.58 eV. Its total charge is +1. Its multiplicity is 5. The value obtained for the total energy is -2031.33314 hartree. The calculation puts the HOMO-LUMO gap (spin up / spin down) at 5.2668 / 5.0998 eV. Its expectation value of S² is 6.0830. The energy above the lowest of the compared OMol25 structures with the same formula, charge and spin comes out at 176.4 kJ/mol.

```
71
Properties=species:S:1:pos:R:3:lowdin_charge:R:1
Rh -2.22 -1.39 0.04 0.685
C 0.09 0.86 -1.52 -0.196
C -0.54 1.54 -0.43 -0.238
C 1.58 0.90 0.23 -0.226
C 1.43 0.53 -1.12 -0.207
C 0.35 1.49 0.67 -0.215
C -0.36 0.75 -2.92 -0.036
H -1.41 1.04 -3.06 0.047
H -0.22 -0.26 -3.34 0.093
H 0.24 1.45 -3.54 0.111
C 2.48 -0.04 -1.97 -0.027
H 2.05 -0.61 -2.80 0.079
H 3.11 -0.71 -1.37 0.088
H 3.13 0.75 -2.39 0.104
C 2.84 0.93 0.98 -0.036
H 3.39 1.88 0.80 0.101
H 3.47 0.10 0.66 0.081
H 2.67 0.84 2.06 0.079
C 0.21 2.23 1.93 -0.045
H 0.84 3.13 1.85 0.117
H 0.57 1.65 2.80 0.092
H -0.82 2.56 2.13 0.055
C -1.66 2.50 -0.52 -0.040
H -1.18 3.47 -0.71 0.107
H -2.21 2.56 0.42 0.061
H -2.33 2.29 -1.35 0.055
C -4.53 -3.32 0.08 -0.140
C -4.90 -2.44 -1.03 -0.460
C -6.11 -1.51 -0.90 -0.176
C -6.50 -1.06 0.51 -0.175
C -5.44 -0.73 1.53 -0.104
C -4.93 -1.58 2.47 -0.194
C -5.23 -3.07 2.52 -0.158
C -5.45 -3.72 1.15 -0.183
H -7.01 -1.96 -1.35 0.132
H -7.20 -1.80 0.91 0.111
H -5.87 -0.63 -1.47 0.060
H -6.48 -3.57 0.83 0.111
H -3.90 -4.14 -0.28 0.115
H -5.08 -3.19 -1.81 0.120
H -5.31 -4.80 1.31 0.126
H -4.34 -3.52 2.99 0.103
H -4.58 -1.17 3.45 0.116
H -6.11 -3.28 3.16 0.136
H -7.05 -0.10 0.38 0.127
H -5.25 0.35 1.65 0.096
P -3.44 -1.60 -1.74 0.843
C -2.48 -2.88 -2.57 -0.195
C -3.68 0.05 -2.43 -0.219
P -1.84 -0.45 2.46 0.944
C -2.78 -1.88 1.90 -0.407
C -2.94 0.98 2.94 -0.223
C -1.24 -1.46 3.82 -0.239
H -1.45 -3.01 -2.20 0.035
H -2.44 -2.69 -3.63 0.056
H -3.04 -3.80 -2.38 0.050
H -4.63 0.50 -2.10 0.055
H -3.67 0.04 -3.52 0.068
H -2.92 0.75 -2.05 -0.013
H -2.03 -2.17 4.03 0.038
H -1.00 -0.93 4.74 0.057
H -0.36 -2.03 3.50 0.056
H -2.48 -2.92 2.13 0.086
H -3.54 -1.69 1.07 -0.030
H -2.43 1.81 3.46 0.056
H -3.72 0.59 3.59 0.030
H -3.41 1.44 2.07 0.029
F -0.57 -3.54 0.55 -0.015
C -0.34 -2.21 0.13 -0.534
F 0.53 -1.68 1.09 -0.012
F 0.41 -2.30 -1.03 0.032
```


Entry 6:
C30H53AsF4N4Y | ωB97M-V/def2-TZVPD

The value obtained for the lowest unoccupied orbital energy is -2.06 eV. The HOMO energy comes out at -9.72 eV. Its total charge is +1. The value obtained for the total energy is -4067.40161 hartree. The calculation puts the HOMO-LUMO gap at 7.6558 eV. The energy above the lowest of the compared OMol25 structures with the same formula, charge and spin comes out at 49.9 kJ/mol.

```
93
Properties=species:S:1:pos:R:3:lowdin_charge:R:1
Y 0.27 0.41 -0.37 1.507
C 2.73 -0.78 -0.20 -0.314
C 3.26 0.40 0.34 -0.263
C 3.15 1.41 -0.65 -0.260
C 2.58 0.85 -1.80 -0.284
C 2.26 -0.51 -1.52 -0.381
C 2.05 -1.57 -2.56 -0.045
C 2.50 1.50 -3.14 -0.015
C 3.61 2.84 -0.52 -0.023
C 3.96 0.56 1.65 -0.034
C 2.85 -2.16 0.39 -0.047
H 1.52 -2.45 -2.18 0.065
H 3.00 -1.95 -2.96 0.096
H 1.47 -1.21 -3.41 0.065
H 1.75 1.03 -3.78 0.071
H 3.46 1.42 -3.67 0.099
H 2.27 2.57 -3.09 0.075
H 2.90 3.54 -0.96 0.069
H 4.56 3.00 -1.02 0.096
H 3.76 3.14 0.52 0.074
H 3.86 1.57 2.06 0.071
H 5.03 0.38 1.56 0.097
H 3.60 -0.14 2.41 0.052
H 2.04 -2.82 0.09 0.051
H 2.88 -2.14 1.49 0.054
H 3.78 -2.65 0.08 0.099
C -3.09 -3.19 -0.97 -0.055
C -2.12 -2.15 -0.41 -0.271
N -1.96 -0.86 -1.11 -0.226
C -3.18 -0.02 -1.10 -0.236
C -4.30 -0.39 -2.06 -0.051
C -1.43 -1.10 -2.46 -0.198
C -1.20 0.19 -3.23 -0.220
N -0.58 1.17 -2.35 -0.107
C -0.48 2.45 -2.81 -0.202
C 0.04 3.40 -1.92 -0.161
F 0.44 2.91 -0.70 -0.014
C 0.22 4.73 -2.19 -0.227
F 0.75 5.51 -1.24 0.096
C -0.13 5.24 -3.43 0.074
C -0.65 4.34 -4.34 -0.210
F -1.00 4.76 -5.55 0.112
C -0.83 2.99 -4.06 -0.137
F -1.30 2.22 -5.05 0.087
H -2.92 -4.14 -0.46 0.076
H -4.13 -2.92 -0.79 0.070
H -2.96 -3.37 -2.03 0.080
H -2.40 -1.93 0.62 0.068
H -1.12 -2.59 -0.38 0.076
H -3.57 -0.05 -0.07 0.107
H -2.87 1.01 -1.29 0.099
H -4.69 -1.39 -1.89 0.058
H -5.13 0.30 -1.94 0.090
H -3.99 -0.33 -3.10 0.074
H -0.49 -1.65 -2.32 0.093
H -2.06 -1.76 -3.06 0.125
H -0.58 -0.06 -4.10 0.123
H -2.14 0.55 -3.64 0.107
H -0.01 6.29 -3.67 0.140
N -1.61 1.70 0.93 -0.026
C -1.23 2.16 2.28 -0.233
C 0.14 2.79 2.20 -0.217
N 1.08 1.84 1.59 -0.029
H -1.78 2.50 0.33 0.095
H -2.49 1.20 0.98 0.056
H -1.20 1.28 2.93 0.075
H -1.95 2.85 2.71 0.127
H 0.46 3.12 3.20 0.127
H 0.11 3.68 1.58 0.118
H 1.51 1.24 2.29 0.053
H 1.85 2.34 1.16 0.053
C -0.15 -4.36 1.37 -0.153
C 0.30 -3.41 2.47 -0.421
As -0.14 -1.50 2.29 1.201
C 0.93 -0.84 3.79 -0.432
C 0.79 -1.62 5.09 -0.141
C -1.93 -1.34 3.10 -0.435
C -2.59 -2.62 3.60 -0.146
H 0.17 -5.38 1.62 0.085
H 0.30 -4.12 0.40 0.053
H -1.23 -4.38 1.25 0.049
H 1.38 -3.42 2.56 0.061
H -0.10 -3.73 3.43 0.057
H 0.63 0.20 3.94 0.051
H 1.96 -0.82 3.45 0.039
H -0.25 -1.66 5.43 0.066
H 1.37 -1.16 5.89 0.080
H 1.14 -2.65 4.99 0.067
H -2.58 -0.85 2.36 0.034
H -1.82 -0.62 3.92 0.060
H -2.72 -3.35 2.80 0.064
H -3.58 -2.40 4.01 0.081
H -2.01 -3.10 4.39 0.066
```